1.
Entry from the Open Molecules 2025 dataset: a structure of composition C30H52BrN3OP2Pd in a non-equilibrium geometry (ωB97M-V/def2-TZVPD).

Energy relative to the best compared isomer or geometry (same formula, charge and spin) ... 7.03 kJ/mol
HOMO (spin up / spin down) ... -17.8 / -18.5 eV
Kohn-Sham gap (spin up / spin down) ... 6.996 / 4.881 eV
2S+1 ... 5
LUMO energy (spin up / spin down) ... -10.836 / -13.645 eV
Total charge ... +4
E ... -130526.04760 eV

Positions of all 90 atoms, in Å:
P1 3.08751 0.19839 -0.65347
C1 4.25276 -2.94835 5.51098
H1 -2.85600 -0.02576 -4.77191
C2 2.59289 2.60134 -2.08575
H2 -1.53592 -2.96142 -1.33071
H3 -0.40082 0.41813 -3.70793
C3 3.68071 -2.53629 3.18347
H4 -2.54970 4.96578 1.82105
N1 5.19423 -3.80770 5.13378
H5 1.09006 -4.18341 -5.12798
H6 2.30537 -4.11550 1.47513
C4 0.16420 3.34215 1.41892
H7 0.56196 2.59073 0.71681
N2 -3.21084 1.95981 1.36952
H8 2.79330 -1.48981 4.86753
H9 3.19516 -0.26751 -3.03710
H10 2.00250 -1.26321 2.64114
C5 -0.52304 -2.28423 2.02229
Br1 -4.04459 -4.33387 1.76326
N3 -1.26755 3.37843 1.31731
H11 1.53858 1.91329 -0.31806
H12 -0.14165 -1.32708 2.40080
H13 -3.94503 2.96607 -0.34104
H14 -3.42487 0.44251 -3.13353
C6 4.80001 0.90364 -0.53073
H15 -5.15556 2.41871 0.85800
H16 5.04781 -3.56765 1.80031
H17 -4.15667 -3.36061 -1.70170
H18 -0.64720 -4.02370 -5.28192
H19 0.54937 4.33408 1.15490
C7 -1.28130 -0.04537 -3.23771
H20 4.65735 1.44531 1.59163
H21 1.78963 3.16459 -2.57654
H22 -2.44798 4.62396 0.08462
H23 0.47943 3.04462 2.43224
C8 -1.42551 -4.63468 0.80130
H24 5.50859 0.06284 -0.47704
H25 3.93400 -2.58583 -1.07803
C9 -0.17272 -4.14675 0.48737
H26 -1.09363 5.37657 0.92312
P2 -1.29285 -1.84664 -3.48142
H27 4.01402 -2.82419 6.57708
H28 -3.84651 -2.99003 -3.40484
C10 -1.88885 4.64361 1.01873
H29 5.02713 1.44892 -1.46540
C11 -1.86796 2.17435 1.60435
H30 6.27784 -4.72981 3.65137
C12 1.98601 1.50056 -1.22208
H31 -2.63430 -1.54032 -1.52139
H32 4.16623 -2.59962 -2.86422
H33 1.15937 0.99701 -1.74086
H34 -3.04183 -4.37814 -2.65059
C13 4.15792 -1.96532 -1.96998
C14 2.53995 -2.14516 2.28366
H35 -2.44709 -2.23028 3.03689
C15 5.47697 -4.00868 3.85406
C16 5.07033 1.83340 0.65754
H36 0.14229 -3.62226 -2.88653
H37 6.14996 1.96812 0.82434
H38 0.43096 -4.59972 -0.29947
C17 -3.60743 0.56631 1.44225
C18 -1.81877 -2.73054 2.29922
C19 0.21071 -2.83746 -3.65538
H39 -2.48640 1.56994 -4.12121
H40 -3.43472 0.17854 2.46325
H41 2.08560 -1.31828 -2.14446
C20 -2.59245 0.51488 -3.84893
C21 -2.27608 -3.88589 1.64388
C22 0.26768 -3.47191 -5.05534
H42 -4.14578 3.84104 1.21191
H43 5.15272 -1.52277 -1.84642
C23 4.75984 -3.36553 2.82468
H44 3.22031 2.18459 -2.87291
O1 -1.19041 1.23919 2.06591
H45 1.09859 -2.22433 -3.45788
H46 -3.00768 -0.04515 0.73751
C24 -4.15517 2.85483 0.73557
C25 3.10138 -0.88767 -2.14378
C26 1.80908 -3.15031 1.55353
H47 -1.73982 -5.59410 0.39165
H48 -4.67291 0.49638 1.15670
H49 0.39437 -2.72967 -5.84768
H50 -1.23315 0.13839 -2.15050
C27 -2.21591 -2.43208 -2.02472
C28 3.53123 -2.22134 4.55025
Pd1 2.14642 -1.61686 0.40191
C29 0.35456 -3.13004 1.32601
H51 3.21591 3.28298 -1.49707
C30 -3.37608 -3.34373 -2.47328
H52 4.64750 2.83103 0.49497


2.
Entry from the Open Molecules 2025 dataset: a cluster of 8 separate species, C30H52F2N6O6 in total in a non-equilibrium geometry (ωB97M-V/def2-TZVPD).

HOMO ... -9.0 eV
Structure (SMILES) ... Fc1ccccc1.Fc1ccccc1.CNC(C)=O.CNC(C)=O.CNC(C)=O.CNC(C)=O.CNC(C)=O.CNC(C)=O
Kohn-Sham gap ... 9.424 eV
2S+1 ... 1
LUMO energy ... 0.418 eV
E ... -58614.64846 eV

Positions of all 96 atoms, in Å:
N1 2.82679 -3.02073 1.62673
N2 -0.67474 -0.27070 -4.72559
C1 0.96464 1.42085 -4.12079
C2 0.19824 0.40339 2.16349
H1 -2.67260 -0.56385 -4.09607
C3 4.46717 0.39513 -1.44373
H2 -2.45827 -1.26087 0.95284
H3 -0.81934 2.31130 -0.44725
C4 5.27495 0.89895 -2.40076
H4 2.52694 -3.95810 1.91338
N3 -3.05559 3.90529 -3.16967
C5 -1.65178 0.42630 0.13079
H5 -0.61280 -1.38954 2.85297
H6 4.18177 -4.10171 -1.16430
H7 0.90209 2.19277 1.27596
H8 -0.66516 -6.12448 5.41420
H9 2.39727 -2.31729 3.60425
N4 -1.14255 -2.17308 -2.07192
C6 -2.55544 2.38322 5.26143
H10 1.67123 0.58293 -4.28615
H11 -2.02081 1.46576 5.32730
H12 -4.56835 2.95357 -2.16440
N5 -2.07487 4.17155 6.85613
H13 -0.93252 -3.51166 1.00700
H14 -3.07082 -2.69294 -1.57029
H15 -2.55699 3.05084 -3.27964
H16 -2.53768 -0.53390 -5.75216
C7 -0.71898 -0.60358 2.05069
C8 3.10480 -2.17420 2.80431
O1 -1.31661 1.48993 -3.39956
H17 -2.84612 2.60411 4.23707
H18 4.05534 -5.13522 0.23171
H19 -3.73775 4.15629 -1.20035
C9 -0.44074 0.90611 -4.03824
C10 -2.19479 -3.19199 -2.06583
C11 -4.12054 3.94427 -2.21420
H20 -0.28360 5.17096 6.99996
H21 -1.23805 5.01517 -5.53516
C12 -0.86786 -4.87835 3.67303
H22 -1.44629 -5.08785 0.32608
H23 4.07097 -2.38441 3.18576
H24 -2.03143 -5.78341 2.42256
H25 3.08254 -1.15623 2.48280
H26 1.49687 -1.68361 -0.34374
H27 -1.99952 -6.73440 4.32408
O2 -3.33070 5.93298 -4.14104
F1 5.97681 -0.03809 -3.14201
H28 0.02483 -0.60859 -5.30067
C13 3.57493 -4.24703 -0.27711
H29 3.21193 0.98389 0.18877
C14 -0.76960 1.47769 0.22021
H30 6.04560 2.46298 -3.61848
O3 0.61964 -3.58586 -1.66585
C15 1.05530 -1.26422 -1.25497
H31 -1.30506 -1.18563 -2.31044
C16 -2.85870 4.83036 -4.13025
C17 3.77653 1.36103 -0.62220
C18 -1.46059 -5.82732 4.72123
H32 -3.00348 4.07094 7.34797
H33 -2.60251 4.49443 -6.25270
C19 5.37751 2.23496 -2.76171
H34 4.45830 -0.67059 -1.22536
H35 -2.56423 -3.52465 -2.97078
H36 1.84267 -1.04472 -1.91373
H37 -1.45321 5.47637 8.44236
C20 -2.05568 4.37234 -5.34633
H38 0.93430 0.29837 2.93953
H39 0.10710 -4.93874 0.91566
H40 1.21843 2.18334 -4.90082
C21 -1.29437 5.32876 7.32807
C22 3.72552 -2.97887 0.56668
C23 -1.62207 -0.63399 0.97284
H41 -3.43411 2.28019 5.88725
C24 -0.90041 -4.57408 1.09360
H42 -1.85740 -1.97379 -4.89347
H43 4.49759 4.20836 -2.26737
H44 -1.93294 -4.03286 -1.35022
C25 0.15387 -2.43525 -1.71835
H45 1.17890 1.89043 -3.13725
C26 4.65135 3.16085 -1.97219
O4 4.45379 -2.03344 0.45273
C27 0.19216 1.41318 1.16705
H46 -4.76505 4.73694 -2.47094
C28 -1.69151 3.47011 5.78427
H47 3.36331 3.41424 -0.35335
O5 -0.03739 -4.03221 4.00374
N6 -1.43748 -4.95890 2.41380
H48 0.56772 -0.37816 -1.00297
C29 3.84664 2.63849 -0.96938
H49 -1.66857 6.17942 6.76986
H50 -1.74559 3.32057 -5.22656
H51 2.52420 -4.35887 -0.49172
C30 -2.01830 -0.93977 -4.84025
H52 -2.27905 -5.32393 5.28931
F2 -2.62004 0.59475 -0.84764
O6 -0.57986 3.65702 5.23639


3.
Entry from the Open Molecules 2025 dataset: a cluster of 3 separate species, C30H52NO9P in total in a non-equilibrium geometry (ωB97M-V/def2-TZVPD).

HOMO ... -6.9 eV
Structure (SMILES) ... CC(C)=CCC[C@H](C)CCN1C(=O)c2cccc([PH2]=O)c2C1=O.COCCOCCOC.COCCOCCOC
Kohn-Sham gap ... 6.481 eV
2S+1 ... 1
LUMO energy ... -0.454 eV
E ... -61153.18058 eV

Positions of all 93 atoms, in Å:
H1 9.45469 3.96634 0.76993
H2 6.66425 5.21895 -2.13809
O1 -6.83521 -7.07884 -0.15430
C1 0.48063 2.27452 -0.25824
H3 -0.53345 1.37400 -1.93207
O2 0.03668 6.89072 0.93539
H4 -2.52320 -2.32032 -2.62843
H5 -1.59468 -3.77573 -2.39427
H6 3.94825 4.59953 0.70063
H7 1.12189 -6.36393 -2.60908
C2 7.66460 3.59451 -0.40073
C3 8.38888 2.41564 -1.04340
N1 1.51323 5.21421 1.60289
H8 2.44853 7.04163 1.93805
C4 -1.64642 -3.13187 1.60116
C5 5.58103 6.35883 -0.67944
H9 2.07141 -3.77735 -1.06950
H10 -3.44463 -3.50628 -0.77210
O3 -4.91216 -5.86842 1.88827
C6 8.52321 4.47772 0.51942
H11 -1.69206 6.97634 -0.60269
C7 -3.66637 -6.53063 2.00921
C8 0.29719 -5.64449 -2.62582
C9 5.83159 5.02542 -1.45301
H12 4.98780 4.72391 -2.08054
H13 5.61414 3.14582 -0.13196
O4 -0.65849 6.96410 -2.76412
H14 4.18682 8.29664 1.09388
C10 3.92585 5.64463 1.03107
H15 8.77547 5.41170 -0.01481
H16 2.99956 5.72947 2.94930
H17 -9.51132 -6.38214 3.74965
C11 3.90084 8.05540 0.06466
H18 -8.84135 -7.99515 1.48484
H19 0.23646 -2.42825 -0.15804
O5 -1.73981 -3.70364 0.30990
C12 -0.71936 4.66396 -1.20024
H20 -4.46391 -5.72914 -0.14922
H21 -8.71078 -4.96361 3.04377
H22 -2.87426 -5.81415 2.24431
H23 -2.48875 -3.45306 2.22259
C13 0.68976 3.46988 0.36311
H24 -5.78284 -8.04600 1.35110
H25 -0.64464 -6.19292 -2.57527
C14 -8.95892 -6.01324 2.87942
C15 -6.77652 -8.02589 0.90182
H26 -9.58847 -6.07344 1.98623
O6 0.36189 -4.79134 -1.50175
C16 1.54683 3.81640 1.57898
O7 -0.66297 -1.97147 -1.96666
C17 -0.35599 2.30853 -1.40504
H27 -6.75435 -5.18872 -0.81487
H28 -5.10241 -4.27356 0.65008
H29 6.22393 6.35279 0.20923
C18 0.49719 5.77749 0.83936
C19 0.47777 -2.36995 -1.22075
H30 -3.74711 -7.24722 2.82712
H31 4.82364 5.77831 1.64877
H32 -7.34197 -5.31901 0.82166
H33 -1.53719 3.42944 -2.77345
C20 1.17005 -3.64286 -1.68049
C21 -6.59131 -5.70880 0.13331
C22 -0.92282 3.45698 -1.87807
H34 3.44452 6.26201 -1.04404
H35 5.91770 7.19697 -1.30127
C23 -7.85934 -7.91396 1.96176
H36 7.87534 2.12056 -1.95737
C24 -1.81576 -2.80528 -1.95024
H37 2.86957 8.36203 -0.14668
C25 -5.18424 -5.36722 0.59201
C26 4.10683 6.54125 -0.21403
O8 -7.74912 -6.72441 2.72331
O9 2.10004 3.09818 2.37751
H38 4.51351 8.61748 -0.64563
H39 7.92338 4.71860 1.39451
H40 0.95378 1.37052 0.10803
H41 1.48084 -3.52937 -2.72405
C27 0.08311 4.64011 -0.09954
H42 -7.74616 -8.75927 2.65225
H43 -2.76505 -1.95869 -0.22001
H44 -1.61293 -2.03888 1.55961
H45 -2.73688 5.81107 -2.30262
C28 6.31908 3.84695 -0.59551
C29 2.72275 5.98573 1.91817
H46 -0.71993 -3.48269 2.05652
H47 8.48217 1.55685 -0.35631
H48 9.40000 2.74960 -1.30314
H49 1.17877 -1.53621 -1.31796
P1 -1.48456 6.23034 -1.78119
H50 0.31006 -5.08550 -3.56658
H51 -6.90611 -8.99852 0.41916
C30 -2.51306 -2.95102 -0.60821
H52 -3.40868 -7.07970 1.09891


4.
Entry from the Open Molecules 2025 dataset: a cluster of 5 separate species, C30H52O13S4 in total in a non-equilibrium geometry (ωB97M-V/def2-TZVPD).

Energy relative to the best compared isomer or geometry (same formula, charge and spin) ... 1279.74 kJ/mol
HOMO ... -8.1 eV
Structure (SMILES) ... CCOCCOCOC(=O)OCc1ccc(C)cc1.O=S1(=O)CCCC1.O=S1(=O)CCCC1.O=S1(=O)CCCC1.O=S1(=O)CCCC1
Kohn-Sham gap ... 8.408 eV
2S+1 ... 1
LUMO energy ... 0.268 eV
E ... -101896.35483 eV

Positions of all 99 atoms, in Å:
H1 4.76141 -7.55194 -1.61137
H2 0.60019 -7.71221 -0.91262
O1 3.46020 0.10132 3.08985
H3 2.10330 1.38681 -8.29094
H4 2.69236 -0.18483 -7.66327
H5 -0.39860 1.73808 -5.42061
C1 0.46584 1.84503 -6.08333
S1 -3.61105 -0.18897 -6.30931
H6 -1.56118 4.03344 5.70331
O2 -0.89783 2.13861 4.96405
H7 -0.54086 -0.69080 2.91619
H8 -5.47740 7.56427 6.50345
H9 1.77554 3.39614 -5.28553
H10 3.98282 -5.96570 -1.47396
H11 1.70437 1.90973 -4.29043
S2 1.49740 -6.68154 -2.86627
H12 0.20681 2.59192 -6.84359
C2 4.83433 -0.52029 -0.41248
C3 3.14687 -1.97780 -2.13710
C4 -4.06055 -1.36338 -5.04664
C5 -4.65767 5.25635 8.81677
H13 1.32579 3.37658 5.55083
C6 -5.37131 6.55158 8.43243
C7 0.91091 -1.45858 5.15941
O3 -2.16656 -0.11568 -6.37424
C8 -4.74462 7.05204 7.13209
C9 3.19536 -7.18033 -3.07549
C10 4.41877 -0.74412 2.35655
H14 -4.94866 1.77175 -6.08489
C11 0.81996 0.52546 -6.76739
H15 -5.18447 4.72350 9.61375
O4 0.64533 -7.62075 -3.56791
S3 3.11142 1.63172 -6.17223
H16 4.52892 -1.77316 2.95159
S4 -4.13979 5.60354 6.27904
C12 -0.92384 3.59965 4.79645
C13 2.18229 0.74557 -7.40798
H17 0.58482 5.09344 5.79320
H18 1.43212 -1.37185 6.22770
H19 -5.04226 -1.77209 -5.30403
C14 0.62032 4.17119 5.05044
H20 5.74354 0.22138 -0.19629
O5 -4.42894 -0.42828 -7.48159
O6 3.76175 0.66840 -5.30898
H21 1.31619 -3.31601 -1.05260
H22 0.85332 0.61669 3.20429
C15 3.07323 -0.73976 4.27060
H23 -3.64541 5.48338 9.17203
O7 -2.69530 5.67684 6.21411
C16 3.80551 -7.02597 -1.69033
H24 5.03288 -0.51139 -2.85622
H25 0.30241 -2.48342 5.20726
H26 2.74273 -8.67749 -0.79871
H27 -5.29582 7.30506 9.22266
H28 2.02555 -2.55158 1.55993
O8 3.79515 -0.63011 5.40424
C17 -4.58928 4.42913 7.54171
H29 -6.43715 6.34742 8.27359
H30 -3.84902 3.62861 7.58814
O9 3.83584 2.70900 -6.81654
O10 1.89993 -1.60773 4.08071
C18 1.69982 2.30609 -5.30952
H31 0.88132 -0.27395 -6.01932
H32 5.47320 -0.23821 2.31349
C19 2.80467 -2.40906 -3.70893
H33 -5.57099 4.02042 7.28432
C20 -4.84257 0.75906 -4.15592
H34 -2.32024 1.01085 3.79236
H35 -3.89397 7.71131 7.32556
C21 2.76880 -7.58410 -0.71652
H36 1.14875 4.52806 4.06521
H37 -1.03741 2.06414 2.73399
H38 -4.65574 -1.06902 -2.97460
H39 3.67802 -6.55627 -3.82952
O11 1.41045 -5.25145 -3.07465
C22 4.41901 -0.94759 -1.94120
H40 1.65682 -2.33306 -3.92751
H41 -5.90842 0.55490 -4.31476
C23 1.41072 -7.00657 -1.11170
C24 2.22772 -2.57839 -0.89521
C25 -1.21618 1.43020 3.70530
H42 -3.11667 -0.30914 -3.41631
H43 3.47554 -1.79646 -4.46674
C26 -0.14988 0.14291 3.64515
C27 2.64614 -2.15136 0.64550
H44 0.06888 0.23807 -7.50896
O12 0.02677 -0.28907 5.04028
C28 -4.21589 1.25952 -5.45626
H45 -3.36524 1.91879 -5.26279
H46 3.01521 -7.33891 0.32130
O13 -4.95768 5.36424 5.10676
C29 -4.12894 -0.53616 -3.77158
H47 1.21445 -6.05986 -0.60093
H48 -3.32028 -2.16391 -5.00021
H49 3.13826 -3.54774 -3.82940
H50 -1.36630 3.95706 3.76392
H51 -4.76708 1.51254 -3.36569
H52 3.19983 -8.22722 -3.39334
C30 3.94116 -1.15853 0.83497